Molecular formula: C20H36IN4O7S
Method: DFT, ωB97M-V/def2-TZVPD

Cartesian coordinates (Å):
O1 2.83 -0.59 -3.08
C1 2.58 -0.28 -1.95
I1 4.19 -0.14 -0.51
C2 1.15 -0.01 -1.45
C3 0.41 -1.28 -1.11
C4 1.04 -2.50 -1.23
C5 0.30 -3.64 -0.88
N1 -0.93 -3.63 -0.46
N2 -1.47 -2.44 -0.34
C6 -2.91 -2.44 0.18
O2 -3.13 -3.63 0.87
O3 -2.84 -3.37 2.23
C7 -0.93 -1.27 -0.63
C8 -1.64 0.05 -0.45
C9 -2.84 0.25 -1.44
S1 -4.38 0.73 -0.51
C10 -3.96 1.95 0.69
N3 -3.88 3.23 0.62
N4 -3.51 3.61 1.88
C11 -3.39 2.59 2.63
O4 -3.69 1.47 1.92
H1 1.23 0.59 -0.53
H2 0.62 0.62 -2.17
H3 2.05 -2.57 -1.60
H4 0.79 -4.60 -0.98
H5 -3.06 -1.64 0.90
H6 -3.60 -2.41 -0.67
H7 -1.88 -3.35 2.32
H8 -0.98 0.90 -0.50
H9 -2.03 0.04 0.58
H10 -2.60 1.00 -2.21
H11 -3.12 -0.70 -1.92
H12 -3.11 2.62 3.67
C12 -4.38 1.76 -6.35
C13 -4.63 1.67 -4.85
C14 -5.63 2.72 -4.39
O5 -3.39 1.84 -4.15
H13 -3.97 2.74 -6.61
H14 -3.65 1.01 -6.66
H15 -5.30 1.61 -6.91
H16 -4.99 0.67 -4.60
H17 -5.25 3.72 -4.59
H18 -5.79 2.64 -3.31
H19 -6.59 2.60 -4.89
H20 -3.05 2.72 -4.36
C15 0.97 3.65 3.39
C16 0.24 2.32 3.46
C17 0.65 1.52 4.69
O6 0.52 1.55 2.28
H21 2.05 3.50 3.32
H22 0.67 4.20 2.50
H23 0.76 4.26 4.26
H24 -0.83 2.49 3.48
H25 1.72 1.30 4.66
H26 0.13 0.57 4.72
H27 0.44 2.07 5.60
H28 1.47 1.40 2.25
C18 7.69 -3.82 2.75
C19 6.99 -2.83 1.83
C20 7.97 -2.21 0.84
O7 6.37 -1.81 2.60
H29 8.46 -3.32 3.34
H30 6.98 -4.25 3.46
H31 8.16 -4.63 2.19
H32 6.20 -3.34 1.28
H33 8.75 -1.66 1.37
H34 7.46 -1.50 0.19
H35 8.45 -2.97 0.22
H36 7.06 -1.35 3.09

Summary:
gap between HOMO and LUMO: 7.643 eV
charge: +1
E_LUMO: -4.53 eV

Per-atom Mulliken charges, elementary charge units: atom 1 (O): -0.429, atom 2 (C): -0.345, atom 3 (I): 0.122, atom 4 (C): -0.101, atom 5 (C): 1.304, atom 6 (C): -0.583, atom 7 (C): -0.530, atom 8 (N): -1.166, atom 9 (N): 0.986, atom 10 (C): -0.830, atom 11 (O): -0.216, atom 12 (O): -0.313, atom 13 (C): -0.096, atom 14 (C): -0.836, atom 15 (C): -0.479, atom 16 (S): -0.227, atom 17 (C): 0.594, atom 18 (N): -0.308, atom 19 (N): -0.394, atom 20 (C): -0.129, atom 21 (O): -0.216, atom 22 (H): 0.169, atom 23 (H): 0.436, atom 24 (H): 0.539, atom 25 (H): 0.447, atom 26 (H): 0.818, atom 27 (H): 0.208, atom 28 (H): 0.333, atom 29 (H): 0.562, atom 30 (H): 0.215, atom 31 (H): 0.486, atom 32 (H): 0.420, atom 33 (H): 0.554, atom 34 (C): -1.372, atom 35 (C): 0.459, atom 36 (C): -1.232, atom 37 (O): -0.485, atom 38 (H): 0.360, atom 39 (H): 0.337, atom 40 (H): 0.380, atom 41 (H): 0.251, atom 42 (H): 0.340, atom 43 (H): 0.265, atom 44 (H): 0.390, atom 45 (H): 0.296, atom 46 (C): -1.399, atom 47 (C): 1.016, atom 48 (C): -1.322, atom 49 (O): -0.359, atom 50 (H): 0.370, atom 51 (H): 0.344, atom 52 (H): 0.403, atom 53 (H): -0.401, atom 54 (H): 0.353, atom 55 (H): 0.328, atom 56 (H): 0.389, atom 57 (H): 0.286, atom 58 (C): -1.284, atom 59 (C): 0.394, atom 60 (C): -1.092, atom 61 (O): -0.526, atom 62 (H): 0.344, atom 63 (H): 0.315, atom 64 (H): 0.367, atom 65 (H): 0.248, atom 66 (H): 0.323, atom 67 (H): 0.208, atom 68 (H): 0.358, atom 69 (H): 0.351

***

Molecular formula: C20H36MoNOP2
Method: DFT, ωB97M-V/def2-TZVPD

Cartesian coordinates (Å):
P1 -0.19 -2.24 -2.79
P2 -0.12 1.03 -3.05
C1 -0.71 -1.38 -4.25
C2 0.12 -0.10 -4.41
H1 -1.79 -1.20 -4.12
H2 -0.57 -2.06 -5.11
H3 1.20 -0.31 -4.45
H4 -0.21 0.49 -5.27
C3 -1.67 1.89 -3.23
H5 -1.87 2.58 -2.41
H6 -2.51 1.23 -3.42
H7 -1.41 2.46 -4.13
C4 1.06 2.39 -3.04
H8 0.71 2.95 -3.92
H9 2.09 2.02 -3.15
H10 0.94 3.00 -2.13
C5 -1.25 -3.78 -3.02
H11 -1.12 -4.42 -2.07
H12 -0.87 -4.30 -3.91
H13 -2.29 -3.50 -3.15
C6 1.52 -2.78 -3.22
H14 2.17 -1.90 -3.23
H15 1.51 -3.25 -4.22
H16 1.92 -3.48 -2.48
Mo1 -0.52 -3.12 -0.82
C7 0.79 1.35 1.61
C8 -0.44 1.64 1.16
C9 -1.06 1.87 -0.19
C10 -1.16 0.36 -0.66
C11 0.07 0.40 -1.50
C12 1.31 0.09 -1.01
C13 2.33 0.97 -0.53
C14 2.16 1.20 1.00
C15 -0.38 -2.56 1.24
H17 0.91 1.60 2.67
H18 -1.08 2.08 1.95
H19 -0.41 2.55 -0.81
H20 -2.08 2.27 -0.22
H21 -0.87 -0.42 0.08
H22 -2.05 -0.03 -1.11
H23 -1.64 -2.01 -0.87
H24 1.35 -1.00 -0.75
H25 2.26 1.95 -1.03
H26 3.31 0.49 -0.72
H27 2.49 0.30 1.50
H28 2.91 1.99 1.31
H29 0.08 -1.58 1.16
H30 0.24 -3.19 1.94
H31 -1.47 -2.75 1.40
O1 0.16 2.55 4.49
N1 -0.06 1.68 5.43
C16 -1.30 1.12 5.57
C17 -1.58 0.30 6.62
C18 -0.59 -0.02 7.55
C19 0.69 0.50 7.37
C20 0.95 1.34 6.29
H32 -2.04 1.40 4.81
H33 -2.60 -0.09 6.72
H34 -0.80 -0.67 8.40
H35 1.51 0.29 8.04
H36 1.92 1.79 6.10

Summary:
ΔE to the lowest compared entry with this formula, charge and spin: 389.14 kJ/mol
gap between HOMO and LUMO (spin up / spin down): 4.850 / 4.818 eV
charge: +2
spin multiplicity: 4
E_LUMO (spin up / spin down): -7.18 / -7.21 eV
⟨S²⟩: 3.797

Per-atom Mulliken charges, elementary charge units: atom 1 (P): 0.782, atom 2 (P): 1.179, atom 3 (C): -1.076, atom 4 (C): -0.904, atom 5 (H): 0.454, atom 6 (H): 0.636, atom 7 (H): 0.504, atom 8 (H): 0.530, atom 9 (C): -1.424, atom 10 (H): 0.385, atom 11 (H): 0.382, atom 12 (H): 0.586, atom 13 (C): -1.620, atom 14 (H): 0.566, atom 15 (H): 0.466, atom 16 (H): 0.485, atom 17 (C): -0.926, atom 18 (H): 0.327, atom 19 (H): 0.501, atom 20 (H): 0.479, atom 21 (C): -1.337, atom 22 (H): 0.392, atom 23 (H): 0.421, atom 24 (H): 0.442, atom 25 (Mo): -0.321, atom 26 (C): -0.625, atom 27 (C): -0.618, atom 28 (C): -0.740, atom 29 (C): -1.298, atom 30 (C): 1.468, atom 31 (C): -0.831, atom 32 (C): -0.926, atom 33 (C): -0.905, atom 34 (C): -0.998, atom 35 (H): 0.326, atom 36 (H): 0.452, atom 37 (H): 0.215, atom 38 (H): 0.652, atom 39 (H): 0.145, atom 40 (H): 0.723, atom 41 (H): 0.241, atom 42 (H): 0.294, atom 43 (H): 0.357, atom 44 (H): 0.349, atom 45 (H): 0.348, atom 46 (H): 0.508, atom 47 (H): 0.144, atom 48 (H): 0.384, atom 49 (H): 0.371, atom 50 (O): -0.735, atom 51 (N): 0.471, atom 52 (C): -0.068, atom 53 (C): -0.648, atom 54 (C): -0.172, atom 55 (C): -0.604, atom 56 (C): -0.168, atom 57 (H): 0.406, atom 58 (H): 0.368, atom 59 (H): 0.390, atom 60 (H): 0.381, atom 61 (H): 0.434

***

Molecular formula: C20H36NO2P3ReS
Method: DFT, ωB97M-V/def2-TZVPD

Cartesian coordinates (Å):
P1 2.46 -0.76 -0.04
C1 3.36 -1.01 1.55
H1 4.36 -1.44 1.36
H2 2.80 -1.69 2.19
H3 3.47 -0.04 2.06
C2 3.06 -2.24 -0.95
H4 2.96 -2.12 -2.03
H5 2.46 -3.10 -0.62
H6 4.12 -2.41 -0.71
C3 3.53 0.58 -0.73
H7 4.57 0.21 -0.82
H8 3.51 1.44 -0.05
H9 3.16 0.88 -1.72
P2 -0.75 2.42 -0.58
C4 -0.84 3.55 0.89
H10 -1.32 4.47 0.55
H11 0.17 3.77 1.26
H12 -1.44 3.10 1.69
C5 0.28 3.52 -1.61
H13 0.26 3.22 -2.66
H14 1.31 3.49 -1.25
H15 -0.12 4.54 -1.52
C6 -2.46 2.64 -1.19
H16 -2.60 3.71 -1.41
H17 -3.18 2.33 -0.41
H18 -2.64 2.05 -2.10
P3 -1.71 -1.85 0.02
C7 -2.65 -2.29 1.54
H19 -3.38 -3.09 1.30
H20 -3.21 -1.42 1.90
H21 -1.98 -2.63 2.34
C8 -3.18 -1.71 -1.09
H22 -3.90 -2.50 -0.83
H23 -2.91 -1.81 -2.14
H24 -3.64 -0.73 -0.92
C9 -0.92 -3.45 -0.37
H25 -1.69 -4.23 -0.46
H26 -0.24 -3.70 0.45
H27 -0.36 -3.38 -1.31
Re1 -0.16 0.30 -0.06
C10 0.98 1.22 1.19
O1 1.65 1.91 1.90
C11 -1.57 0.63 1.19
O2 -2.47 0.95 1.90
C12 -1.31 -0.24 -3.21
C13 -0.66 -1.48 -3.08
C14 0.72 -1.53 -3.00
C15 1.48 -0.37 -3.13
C16 0.84 0.87 -3.26
C17 -0.55 0.92 -3.34
H28 -2.40 -0.18 -3.22
H29 -1.23 -2.41 -3.11
H30 1.21 -2.50 -2.85
H31 2.56 -0.41 -3.20
H32 1.45 1.77 -3.32
H33 -1.07 1.86 -3.56
S1 -0.48 -1.90 5.08
C18 1.14 -1.25 4.97
C19 1.17 -0.22 4.03
N1 -0.02 0.00 3.38
C20 -0.99 -0.77 3.83
H34 1.98 -1.60 5.54
H35 2.04 0.40 3.83
H36 -2.04 -0.64 3.61

Summary:
ΔE to the lowest compared entry with this formula, charge and spin: 0.00 kJ/mol
gap between HOMO and LUMO (spin up / spin down): 7.595 / 5.167 eV
charge: +4
spin multiplicity: 4
E_LUMO (spin up / spin down): -13.51 / -16.22 eV
⟨S²⟩: 3.778

Per-atom Mulliken charges, elementary charge units: atom 1 (P): 0.909, atom 2 (C): -1.143, atom 3 (H): 0.556, atom 4 (H): 0.303, atom 5 (H): 0.348, atom 6 (C): -1.432, atom 7 (H): 0.395, atom 8 (H): 0.445, atom 9 (H): 0.522, atom 10 (C): -1.283, atom 11 (H): 0.502, atom 12 (H): 0.431, atom 13 (H): 0.259, atom 14 (P): 0.489, atom 15 (C): -1.257, atom 16 (H): 0.592, atom 17 (H): 0.467, atom 18 (H): 0.362, atom 19 (C): -1.227, atom 20 (H): 0.417, atom 21 (H): 0.371, atom 22 (H): 0.526, atom 23 (C): -1.296, atom 24 (H): 0.534, atom 25 (H): 0.430, atom 26 (H): 0.322, atom 27 (P): 0.789, atom 28 (C): -1.228, atom 29 (H): 0.580, atom 30 (H): 0.384, atom 31 (H): 0.276, atom 32 (C): -1.285, atom 33 (H): 0.534, atom 34 (H): 0.328, atom 35 (H): 0.336, atom 36 (C): -1.189, atom 37 (H): 0.505, atom 38 (H): 0.408, atom 39 (H): 0.272, atom 40 (Re): 1.442, atom 41 (C): 0.080, atom 42 (O): -0.341, atom 43 (C): -0.021, atom 44 (O): -0.360, atom 45 (C): -0.818, atom 46 (C): -1.067, atom 47 (C): -0.559, atom 48 (C): -1.103, atom 49 (C): -0.657, atom 50 (C): -0.880, atom 51 (H): 0.665, atom 52 (H): 1.006, atom 53 (H): 0.715, atom 54 (H): 1.110, atom 55 (H): 0.635, atom 56 (H): 1.012, atom 57 (S): 0.121, atom 58 (C): -0.337, atom 59 (C): -0.370, atom 60 (N): 0.029, atom 61 (C): -0.317, atom 62 (H): 0.487, atom 63 (H): 0.644, atom 64 (H): 0.631

***

Calculated calculated total energy, -60540.801; -45268.241; -67695.609 eV (same order as the records).